Entry 1:
Formula: C25H60IN2O7
Source: the OMol25 dataset
Level of theory: ωB97M-V with the def2-TZVPD basis set

Calculated values
Total charge: +1
Highest occupied orbital energy, eV: -11.63
HOMO-LUMO gap, eV: 7.147

XYZ file:
```
95
C25H60IN2O7 (ωB97M-V with the def2-TZVPD basis set)
C 2.23 -1.24 2.79
C 2.31 -1.48 1.18
C 2.18 -0.03 0.45
N 1.04 0.07 -0.51
C -0.25 0.32 0.14
C -0.88 -0.48 1.30
C -2.28 -0.13 1.89
C -3.03 1.08 1.24
C -4.50 1.50 1.75
I -5.77 2.24 0.11
C -5.31 0.30 2.45
C -5.45 -1.03 1.54
C -2.31 1.83 0.08
N -1.02 1.43 -0.39
H 3.24 -1.51 3.27
H 1.44 -1.93 3.25
H 1.94 -0.17 3.07
H 3.27 -2.03 0.88
H 1.44 -2.18 0.86
H 3.14 0.07 -0.18
H 2.21 0.85 1.19
H 1.00 -0.72 -1.17
H -0.34 -1.37 1.75
H -2.77 -0.71 2.74
H -4.43 2.35 2.51
H -4.92 0.01 3.49
H -6.38 0.69 2.61
H -5.18 -0.75 0.46
H -6.50 -1.50 1.60
H -4.64 -1.78 1.89
H -2.89 2.70 -0.40
H -0.61 1.98 -1.18
C -2.11 5.36 -2.26
C -2.54 6.38 -1.22
O -3.84 6.05 -0.73
H -2.82 5.33 -3.09
H -1.12 5.61 -2.65
H -2.08 4.36 -1.83
H -2.59 7.38 -1.66
H -1.84 6.40 -0.38
H -3.78 5.17 -0.33
C 7.08 -4.34 0.62
C 5.59 -4.29 0.89
O 4.95 -3.41 -0.03
H 7.51 -3.34 0.71
H 7.58 -5.00 1.32
H 7.28 -4.68 -0.40
H 5.39 -3.92 1.90
H 5.14 -5.28 0.79
H 5.12 -3.75 -0.92
C -5.78 -3.32 -2.18
C -6.74 -3.87 -1.15
O -7.28 -2.82 -0.37
H -4.96 -2.78 -1.69
H -5.35 -4.12 -2.79
H -6.28 -2.60 -2.84
H -6.23 -4.57 -0.48
H -7.57 -4.40 -1.64
H -7.74 -2.21 -0.96
C -8.00 -0.01 5.45
C -8.65 1.34 5.68
O -7.96 2.35 4.96
H -6.95 0.01 5.77
H -8.52 -0.80 6.00
H -8.00 -0.27 4.38
H -8.63 1.60 6.74
H -9.69 1.33 5.35
H -7.99 2.12 4.02
C 3.73 2.25 -2.58
C 4.13 1.60 -3.89
O 5.52 1.80 -4.13
H 3.95 3.32 -2.60
H 2.67 2.11 -2.38
H 4.31 1.83 -1.75
H 3.58 2.04 -4.72
H 3.93 0.52 -3.87
H 6.00 1.40 -3.39
C 6.13 1.46 2.28
C 5.79 0.48 1.17
O 5.81 1.15 -0.09
H 5.41 2.29 2.29
H 6.11 0.97 3.25
H 7.11 1.91 2.12
H 4.80 0.06 1.32
H 6.52 -0.34 1.14
H 6.69 1.51 -0.22
C 5.04 -1.91 -6.12
C 5.80 -1.48 -4.88
O 7.05 -2.16 -4.82
H 4.87 -2.99 -6.11
H 4.08 -1.40 -6.18
H 5.62 -1.68 -7.02
H 5.24 -1.73 -3.98
H 5.98 -0.41 -4.88
H 7.55 -1.93 -5.61
```

Mulliken atomic charge list, values in e, 4 entries: C -1.141; C 0.146; C -0.373; N -0.174

=====

Entry 2:
Formula: C25H61AlBr3F2N7O18P2S2
Source: the OMol25 dataset
Level of theory: ωB97M-V with the def2-TZVPD basis set

Calculated values
Total charge: +1
Spin multiplicity: 2
Highest occupied orbital energy (spin up / spin down), eV: -9.95 / -9.95
HOMO-LUMO gap (spin up / spin down), eV: 7.425 / 2.954
<S²>: 0.76

XYZ file:
```
121
C25H61AlBr3F2N7O18P2S2 (ωB97M-V with the def2-TZVPD basis set)
Al 3.13 -3.05 1.23
N 0.85 -2.03 -0.22
S -0.27 -1.13 0.13
O -1.29 -1.86 0.87
O -0.57 0.11 -0.55
F 0.46 -0.40 1.40
S 0.22 -2.38 -1.72
O 0.21 -1.34 -2.72
O -0.75 -3.47 -1.82
F 1.61 -3.13 -2.19
C -3.68 -4.25 -1.02
Br -3.88 -2.26 -1.25
Br -3.86 -5.14 -2.86
Br -5.02 -5.08 0.27
H -2.66 -4.32 -0.64
O 4.42 -1.61 -0.90
P 4.88 -0.57 -1.90
N 4.74 -1.08 -3.56
C 4.97 -0.13 -4.73
C 3.76 -2.09 -3.94
N 6.50 -0.16 -1.82
C 7.55 -1.08 -2.13
C 6.93 0.92 -1.01
N 3.90 0.81 -1.92
C 4.20 2.12 -2.51
C 2.59 0.79 -1.30
H 5.21 -0.66 -5.65
H 5.79 0.57 -4.58
H 4.01 0.36 -4.89
H 3.90 -3.01 -3.36
H 3.97 -2.27 -4.99
H 2.78 -1.64 -3.80
H 7.51 -1.88 -1.39
H 7.41 -1.51 -3.12
H 8.53 -0.61 -2.09
H 6.13 1.58 -0.68
H 7.66 0.65 -0.25
H 7.60 1.62 -1.52
H 5.18 2.06 -2.99
H 3.61 2.50 -3.34
H 4.16 2.91 -1.75
H 2.45 -0.12 -0.73
H 1.82 0.97 -2.06
H 2.45 1.61 -0.59
O -2.28 2.58 4.25
P -3.28 2.73 3.18
N -3.99 1.31 2.53
C -4.80 0.44 3.48
C -3.43 0.48 1.42
N -2.96 3.70 1.74
C -3.92 4.03 0.74
C -2.02 4.83 2.02
N -4.73 3.51 3.70
C -4.75 3.78 5.14
C -6.10 3.38 3.17
H -5.57 0.01 2.85
H -5.39 0.96 4.23
H -4.15 -0.30 3.96
H -4.02 -0.22 0.83
H -2.64 -0.17 1.79
H -3.02 1.21 0.73
H -4.45 4.92 1.09
H -3.48 4.14 -0.26
H -4.49 3.12 0.57
H -1.93 5.40 1.10
H -2.43 5.43 2.84
H -1.07 4.39 2.31
H -3.77 4.16 5.45
H -5.48 4.49 5.52
H -4.80 2.83 5.67
H -6.06 2.86 2.21
H -6.47 4.40 3.04
H -6.73 2.85 3.88
C -0.59 2.99 -1.73
O -0.66 4.41 -1.56
C 0.38 5.11 -1.08
O 0.46 6.35 -0.95
O 1.42 4.26 -0.69
C 2.55 4.79 -0.26
H 0.02 2.75 -2.60
H -1.60 2.57 -1.74
H -0.23 2.53 -0.81
H 2.98 5.45 -1.01
H 3.34 4.11 0.05
H 2.37 5.60 0.44
C 3.74 -2.33 5.57
O 2.31 -2.07 5.81
C 1.65 -1.36 4.88
O 1.91 -1.48 3.71
O 0.60 -0.64 5.35
C -0.36 -0.07 4.35
H 3.82 -3.24 4.99
H 4.24 -2.49 6.53
H 4.37 -1.70 4.93
H -0.99 -0.88 3.98
H 0.18 0.37 3.51
H -0.97 0.69 4.84
C 0.01 -6.67 -0.81
O -0.91 -6.18 0.20
C -0.46 -5.38 1.21
O 0.74 -4.99 1.28
O -1.44 -5.00 1.97
C -1.40 -4.47 3.28
H 0.53 -7.54 -0.40
H 0.69 -5.87 -1.11
H -0.61 -6.96 -1.66
H -0.53 -3.84 3.49
H -1.39 -5.26 4.03
H -2.19 -3.73 3.42
C -4.22 -2.98 -5.18
O -2.95 -2.23 -5.16
C -2.89 -0.98 -4.61
O -3.69 -0.56 -3.77
O -1.78 -0.42 -4.90
C -1.52 0.89 -4.30
H -3.95 -4.03 -5.32
H -4.92 -2.67 -5.97
H -4.78 -2.80 -4.27
H -2.24 1.62 -4.66
H -0.51 1.06 -4.67
H -1.44 0.73 -3.22
```

Mulliken atomic charge list, values in e, 4 entries: Al 1.017; N 0.586; S 0.201; O -0.306

=====

Entry 3:
Formula: C25H62As3IrN3O6P2S
Source: the OMol25 dataset
Level of theory: ωB97M-V with the def2-TZVPD basis set

Calculated values
Total charge: +3
Highest occupied orbital energy, eV: -14.03
HOMO-LUMO gap, eV: 4.369

XYZ file:
```
103
C25H62As3IrN3O6P2S (ωB97M-V with the def2-TZVPD basis set)
Ir -0.35 0.09 -0.31
C -1.97 -3.83 4.74
C -2.00 -2.31 4.78
C -3.37 -1.77 5.15
O -1.53 -1.76 3.51
P -2.28 -1.57 2.17
O -1.27 -1.51 1.08
C -3.30 -0.04 2.17
P -2.15 1.36 2.40
O -1.19 1.50 1.27
O -1.56 1.01 3.81
C -0.33 1.48 4.41
C 0.81 0.56 3.99
C -0.05 2.92 4.04
O -2.90 2.74 2.39
C -3.93 3.32 3.22
C -3.95 2.77 4.63
C -5.27 3.14 2.51
O -3.26 -2.81 2.07
C -3.90 -3.41 0.93
C -3.01 -3.38 -0.31
C -5.26 -2.78 0.68
H -2.10 -4.20 5.74
H -1.01 -4.18 4.36
H -2.76 -4.21 4.10
H -1.25 -1.94 5.48
H -4.11 -2.11 4.42
H -3.34 -0.68 5.19
H -3.65 -2.15 6.13
H -4.08 -0.09 2.92
H -3.76 0.08 1.19
H -0.52 1.38 5.48
H 1.00 0.69 2.93
H 0.54 -0.48 4.17
H 1.71 0.79 4.55
H 0.04 3.00 2.95
H 0.88 3.24 4.49
H -0.84 3.58 4.37
H -3.67 4.39 3.24
H -4.23 1.72 4.64
H -4.66 3.33 5.23
H -2.97 2.87 5.09
H -5.58 2.10 2.53
H -5.19 3.48 1.48
H -6.03 3.74 3.01
H -4.05 -4.45 1.23
H -2.80 -2.35 -0.60
H -3.52 -3.90 -1.12
H -2.08 -3.90 -0.09
H -5.18 -1.74 0.36
H -5.85 -2.83 1.59
H -5.78 -3.34 -0.09
C 2.70 2.22 -1.71
As 0.75 2.13 -1.58
C 0.46 3.89 -0.79
C 0.39 2.36 -3.55
C -1.05 2.53 -4.04
C -1.64 3.81 -3.45
C -1.93 1.32 -3.72
As -2.45 0.73 -1.86
C -3.94 -0.41 -2.50
C -3.51 2.19 -1.09
C -1.06 2.76 -5.58
As -0.54 1.44 -7.02
C -1.11 -0.40 -6.60
C 1.42 1.23 -6.97
H 2.99 3.16 -2.18
H 3.12 1.39 -2.28
H 3.12 2.20 -0.71
H 0.65 4.68 -1.52
H 1.18 3.99 0.03
H -0.54 3.99 -0.37
H 0.85 1.49 -4.02
H 0.98 3.24 -3.84
H -1.63 3.75 -2.36
H -2.67 3.95 -3.78
H -1.07 4.68 -3.75
H -1.44 0.43 -4.13
H -2.88 1.46 -4.24
H -4.61 0.18 -3.13
H -4.52 -0.81 -1.66
H -3.57 -1.26 -3.08
H -3.94 2.84 -1.86
H -2.90 2.77 -0.40
H -4.33 1.75 -0.52
H -0.44 3.63 -5.82
H -2.09 3.02 -5.85
H -2.17 -0.45 -6.34
H -0.50 -0.81 -5.79
H -0.95 -1.01 -7.49
H 1.91 2.20 -7.02
H 1.72 0.65 -7.84
H 1.72 0.69 -6.07
N 0.53 -2.03 -1.33
N 1.86 -2.39 -1.05
C 2.63 -1.71 -0.17
N 3.85 -2.16 0.08
S 2.10 -0.30 0.59
H -0.12 -2.62 -0.80
H 0.36 -2.16 -2.33
H 2.18 -3.30 -1.35
H 4.25 -2.97 -0.38
H 4.46 -1.64 0.70
```

Mulliken atomic charge list, values in e, 4 entries: Ir 3.899; C -1.472; C 0.563; C -1.053

=====

Entry 4:
Formula: C25H63F2N6NiO9S2
Source: the OMol25 dataset
Level of theory: ωB97M-V with the def2-TZVPD basis set

Calculated values
Total charge: +1
Spin multiplicity: 3
Highest occupied orbital energy (spin up / spin down), eV: -9.92 / -9.92
HOMO-LUMO gap (spin up / spin down), eV: 7.385 / 5.965
<S²>: 2.00

XYZ file:
```
108
C25H63F2N6NiO9S2 (ωB97M-V with the def2-TZVPD basis set)
Ni -34.98 1.68 11.09
N -35.12 -0.15 10.36
S -36.29 -1.14 10.09
O -36.45 -2.31 10.87
O -36.71 -1.16 8.72
F -37.41 -0.12 10.69
S -34.01 -1.01 9.42
O -33.71 -0.24 8.24
O -33.89 -2.44 9.42
F -32.75 -0.54 10.32
C -39.43 -2.59 12.39
C -40.61 -2.61 11.43
C -41.50 -1.41 11.88
C -42.60 -1.16 10.87
C -41.99 -0.88 9.51
C -41.19 -2.08 8.97
N -40.26 -2.49 10.00
O -39.33 -3.46 9.54
C -42.20 -3.15 8.46
C -40.41 -1.48 7.78
C -41.46 -3.88 11.74
H -38.87 -1.66 12.22
H -38.70 -3.37 12.15
H -39.75 -2.59 13.42
H -42.00 -1.64 12.82
H -40.99 -0.45 12.01
H -43.30 -0.37 11.16
H -43.23 -2.05 10.79
H -41.33 0.00 9.54
H -42.81 -0.50 8.90
H -42.76 -2.58 7.72
H -41.63 -3.94 7.97
H -42.84 -3.57 9.24
H -41.12 -1.17 7.02
H -39.83 -0.62 8.13
H -39.65 -2.17 7.41
H -42.51 -3.75 11.51
H -41.39 -4.18 12.79
H -41.14 -4.71 11.11
H -39.93 -4.23 9.61
C -32.55 4.61 9.74
C -33.01 3.39 8.98
C -31.97 2.95 7.94
O -30.92 2.27 8.59
C -29.82 2.08 7.73
N -33.38 2.23 9.85
H -32.63 5.54 9.17
H -31.51 4.55 10.05
H -33.28 4.82 10.53
H -33.83 3.63 8.29
H -31.65 3.83 7.37
H -32.49 2.29 7.24
H -29.46 3.00 7.24
H -30.14 1.45 6.89
H -29.01 1.60 8.28
H -32.47 1.93 10.22
H -33.42 1.53 9.09
C -30.07 -2.88 8.94
C -30.62 -3.49 10.20
C -31.08 -4.92 9.86
O -31.41 -5.67 11.00
C -32.58 -5.24 11.65
N -29.64 -3.47 11.31
H -29.72 -1.85 9.12
H -30.84 -2.73 8.18
H -29.32 -3.44 8.37
H -31.51 -2.93 10.47
H -30.30 -5.43 9.29
H -31.94 -4.85 9.18
H -33.41 -5.10 10.94
H -32.43 -4.28 12.15
H -32.90 -5.96 12.40
H -28.73 -3.30 10.89
H -29.48 -4.44 11.61
C -33.59 0.19 14.81
C -34.35 0.46 13.52
C -35.64 1.19 13.89
O -36.37 1.52 12.71
C -37.76 1.69 12.93
N -33.54 1.30 12.60
H -33.11 1.02 15.33
H -32.73 -0.46 14.64
H -34.25 -0.30 15.53
H -34.59 -0.48 13.03
H -35.44 2.00 14.60
H -36.28 0.54 14.50
H -38.18 2.38 12.19
H -38.12 2.17 13.84
H -38.25 0.73 12.77
H -33.17 2.06 13.17
H -32.67 0.80 12.43
C -38.71 2.38 9.07
C -37.22 2.30 8.80
C -36.78 2.78 7.41
O -35.46 2.34 7.13
C -35.46 1.28 6.18
N -36.32 2.79 9.91
H -39.33 2.07 8.23
H -39.04 3.41 9.25
H -39.03 1.84 9.97
H -37.06 1.22 8.75
H -36.76 3.86 7.21
H -37.60 2.40 6.79
H -36.12 1.46 5.33
H -35.85 0.38 6.68
H -34.46 0.98 5.88
H -35.65 3.33 9.35
H -36.78 3.62 10.31
```

Mulliken atomic charge list, values in e, 4 entries: Ni 0.306; N 1.841; S 0.031; O -0.411

=====

So what do the calculations give for F_max? Going down the list: 4.825, 11.375, 3.081, 7.300 eV/A.